A | {"formula": "C11H10N4O4", "method": "ωB97M-V/def2-TZVPD", "species": ["C", "C", "N", "O", "N", "C", "C", "O", "N", "N", "C", "C", "C", "C", "O", "C", "O", "C", "C", "H", "H", "H", "H", "H", "H", "H", "H", "H", "H"], "xyz": [[1.126, -4.348, -0.763], [2.091, -3.630, 0.199], [3.502, -4.071, 0.042], [4.282, -2.990, -0.471], [3.447, -1.864, -0.476], [2.242, -2.191, -0.090], [1.114, -1.220, 0.067], [0.081, -1.579, 0.596], [1.306, 0.112, -0.237], [0.424, 1.172, -0.153], [-0.868, 1.121, 0.084], [-1.634, 2.341, 0.187], [-2.959, 2.281, 0.575], [-3.760, 3.468, 0.749], [-4.965, 3.320, 0.963], [-3.156, 4.795, 0.456], [-3.710, 5.859, 0.731], [-1.763, 4.833, -0.009], [-1.040, 3.654, -0.113], [0.112, -4.006, -0.612], [1.421, -4.203, -1.845], [1.156, -5.423, -0.557], [1.659, -3.797, 1.219], [3.602, -4.913, -0.544], [2.266, 0.357, -0.443], [-1.357, 0.169, 0.219], [-3.411, 1.295, 0.786], [-1.239, 5.769, -0.168], [0.033, 3.690, -0.387]], "e_lumo_ha": -0.07687, "e_homo_ev": -9.1025}

B | {"formula": "C11H10N4O4", "method": "ωB97M-V/def2-TZVPD", "species": ["C", "O", "C", "C", "C", "C", "C", "O", "C", "N", "C", "N", "N", "C", "C", "N", "O", "O", "C", "H", "H", "H", "H", "H", "H", "H", "H", "H", "H"], "xyz": [[1.602, -4.173, 0.253], [0.986, -2.950, 0.583], [0.310, -2.282, -0.384], [0.121, -2.728, -1.688], [-0.608, -1.958, -2.580], [-1.145, -0.743, -2.206], [-0.936, -0.292, -0.910], [-1.531, 0.900, -0.533], [-0.910, 1.769, 0.253], [-1.719, 2.515, 0.983], [-1.196, 3.379, 1.853], [-2.044, 4.144, 2.546], [0.116, 3.528, 2.103], [0.930, 2.827, 1.356], [0.496, 1.943, 0.365], [1.464, 1.367, -0.503], [1.125, 1.131, -1.649], [2.581, 1.186, -0.060], [-0.233, -1.057, 0.004], [0.866, -4.923, -0.054], [2.098, -4.506, 1.163], [2.347, -4.044, -0.538], [0.536, -3.666, -2.018], [-0.749, -2.314, -3.589], [-1.699, -0.130, -2.897], [-3.030, 4.052, 2.383], [-1.681, 4.782, 3.230], [1.992, 2.973, 1.510], [-0.088, -0.729, 1.023]], "e_lumo_ha": -0.00593, "e_homo_ev": -8.6475}

It is B that is the most stable of them.

A | {"formula": "C3H6O3S", "method": "ωB97M-V/def2-TZVPD", "species": ["C", "C", "C", "O", "O", "O", "S", "H", "H", "H", "H", "H", "H"], "xyz": [[-1.982, 1.161, -0.034], [-1.733, -0.031, -0.543], [2.670, -0.257, 0.100], [0.765, 0.449, -0.173], [-0.270, -1.750, 0.366], [2.693, -1.485, 0.098], [-0.059, -0.562, -0.817], [-2.833, 1.553, 0.378], [-1.254, 1.857, 0.136], [-2.571, -0.845, -0.651], [3.042, 0.349, -0.751], [2.768, 0.380, 0.935], [0.647, -2.137, 0.479]], "e_lumo_ha": 0.01535, "e_homo_ev": -9.4767}

B | {"formula": "C3H6O3S", "method": "ωB97M-V/def2-TZVPD", "species": ["C", "C", "C", "O", "O", "O", "S", "H", "H", "H", "H", "H", "H"], "xyz": [[1.914, -0.453, 0.622], [-1.116, -0.426, -0.385], [-0.094, 0.683, -0.482], [2.593, -0.288, -0.371], [-1.649, -0.486, 0.918], [0.694, 0.737, -1.516], [-0.367, 2.124, 0.472], [2.323, -0.896, 1.532], [-0.629, -1.368, -0.667], [-1.918, -0.227, -1.119], [-2.174, -1.290, 1.007], [1.668, 0.362, -1.282], [-1.246, 1.527, 1.270]], "e_lumo_ha": [0.01114, 0.01136], "e_homo_ev": [-7.3473, -7.3635]}

It is A that is the most stable of them.

A | {"formula": "C20H21N3O2S", "method": "ωB97M-V/def2-TZVPD", "species": ["C", "C", "C", "C", "C", "C", "O", "C", "S", "C", "N", "N", "C", "C", "N", "C", "C", "C", "C", "C", "C", "C", "C", "O", "C", "C", "H", "H", "H", "H", "H", "H", "H", "H", "H", "H", "H", "H", "H", "H", "H", "H", "H", "H", "H", "H", "H"], "xyz": [[6.559, 2.680, 0.933], [5.517, 1.671, 1.305], [4.514, 1.309, 0.414], [3.559, 0.370, 0.755], [3.583, -0.219, 2.016], [2.581, -1.213, 2.455], [2.116, -1.231, 3.568], [2.234, -2.285, 1.429], [0.525, -2.869, 1.663], [-0.221, -1.345, 1.391], [0.358, -0.264, 0.963], [-0.604, 0.679, 0.900], [-1.709, 0.137, 1.286], [-3.061, 0.767, 1.310], [-3.349, 1.458, 0.065], [-3.358, 0.639, -1.094], [-2.328, 0.731, -2.023], [-2.332, -0.041, -3.169], [-3.368, -0.931, -3.412], [-3.396, -1.776, -4.650], [-4.403, -1.003, -2.489], [-4.426, -0.230, -1.338], [-5.595, -0.318, -0.403], [-1.538, -1.172, 1.612], [4.565, 0.169, 2.928], [5.526, 1.090, 2.570], [6.474, 2.964, -0.112], [6.449, 3.575, 1.546], [7.556, 2.280, 1.110], [4.477, 1.772, -0.562], [2.759, 0.144, 0.069], [2.870, -3.154, 1.605], [2.354, -1.944, 0.405], [-3.113, 1.495, 2.126], [-3.799, -0.017, 1.485], [-2.672, 2.206, -0.057], [-1.510, 1.413, -1.833], [-1.518, 0.045, -3.875], [-2.427, -1.776, -5.143], [-3.668, -2.802, -4.410], [-4.136, -1.390, -5.351], [-5.227, -1.677, -2.677], [-5.454, -1.119, 0.325], [-5.721, 0.622, 0.129], [-6.503, -0.537, -0.960], [4.566, -0.274, 3.913], [6.291, 1.372, 3.279]], "e_lumo_ha": 0.01794, "e_homo_ev": -8.2731}

B | {"formula": "C20H21N3O2S", "method": "ωB97M-V/def2-TZVPD", "species": ["C", "C", "C", "C", "C", "C", "O", "C", "S", "C", "N", "N", "C", "C", "N", "C", "C", "C", "C", "C", "C", "C", "C", "O", "C", "C", "H", "H", "H", "H", "H", "H", "H", "H", "H", "H", "H", "H", "H", "H", "H", "H", "H", "H", "H", "H", "H"], "xyz": [[2.370, -2.039, -2.301], [1.608, -0.806, -1.940], [0.308, -0.603, -2.384], [-0.385, 0.540, -2.041], [0.220, 1.531, -1.270], [-0.569, 2.743, -0.961], [-1.760, 2.712, -0.762], [0.206, 4.054, -0.986], [-0.384, 5.252, 0.267], [-0.354, 4.213, 1.641], [-0.717, 4.491, 2.853], [-0.568, 3.356, 3.567], [-0.118, 2.447, 2.771], [0.100, 1.003, 3.037], [-0.910, 0.235, 2.345], [-0.655, -0.834, 1.510], [0.492, -1.611, 1.647], [0.685, -2.739, 0.870], [-0.260, -3.129, -0.065], [-0.091, -4.369, -0.891], [-1.398, -2.343, -0.205], [-1.616, -1.209, 0.554], [-2.870, -0.404, 0.365], [0.059, 2.930, 1.510], [1.517, 1.322, -0.804], [2.190, 0.162, -1.127], [1.914, -2.547, -3.146], [3.402, -1.797, -2.546], [2.377, -2.723, -1.453], [-0.168, -1.349, -3.003], [-1.397, 0.693, -2.385], [0.016, 4.541, -1.943], [1.278, 3.911, -0.867], [0.041, 0.848, 4.122], [1.094, 0.717, 2.682], [-1.757, 0.741, 2.144], [1.234, -1.357, 2.388], [1.578, -3.330, 1.015], [-0.173, -4.141, -1.953], [0.875, -4.834, -0.707], [-0.869, -5.092, -0.648], [-2.144, -2.633, -0.932], [-3.465, -0.823, -0.442], [-3.479, -0.411, 1.270], [-2.640, 0.631, 0.111], [1.992, 2.042, -0.155], [3.191, 0.005, -0.751]], "e_lumo_ha": 0.00465, "e_homo_ev": -7.6761}

It is B that is the most stable of them.

A | {"formula": "C3H6F2N2", "method": "ωB97M-V/def2-TZVPD", "species": ["F", "C", "N", "C", "C", "F", "N", "H", "H", "H", "H", "H", "H"], "xyz": [[2.293, -0.706, -0.215], [0.999, -0.491, -0.409], [0.675, 0.907, -0.305], [-0.590, 0.959, 0.554], [-1.146, -0.462, 0.433], [-1.955, -0.629, -0.678], [0.086, -1.156, 0.491], [0.727, -0.733, -1.451], [1.435, 1.522, -0.296], [-1.190, 1.678, 0.044], [-0.519, 1.227, 1.624], [-1.702, -0.766, 1.340], [0.053, -2.121, 0.366]], "e_lumo_ha": 0.03932, "e_homo_ev": -9.1777}

B | {"formula": "C3H6F2N2", "method": "ωB97M-V/def2-TZVPD", "species": ["C", "C", "F", "F", "C", "N", "N", "H", "H", "H", "H", "H", "H"], "xyz": [[-1.249, -0.360, 0.947], [-0.748, 0.078, -0.389], [-1.813, 0.715, -0.975], [-0.455, -0.977, -1.204], [0.388, 1.072, -0.261], [1.651, 0.859, -0.281], [1.999, -0.470, -0.199], [-2.152, -1.004, 0.820], [-0.503, -0.948, 1.486], [-1.506, 0.508, 1.529], [0.114, 2.083, -0.185], [1.352, -1.011, -0.760], [2.922, -0.545, -0.530]], "e_lumo_ha": 0.03903, "e_homo_ev": -9.5300}

C | {"formula": "C3H6F2N2", "method": "ωB97M-V/def2-TZVPD", "species": ["H", "N", "C", "N", "C", "F", "C", "F", "H", "H", "H", "H", "H"], "xyz": [[-0.917, 1.764, -1.698], [-0.284, 1.651, -0.917], [-0.080, 0.375, -0.807], [-0.485, -0.678, -1.574], [0.802, -0.051, 0.345], [1.388, -1.311, 0.176], [0.058, -0.016, 1.684], [-1.061, -0.871, 1.625], [-1.176, -0.567, -2.312], [-0.259, -1.597, -1.290], [1.621, 0.681, 0.453], [-0.329, 0.973, 1.831], [0.722, -0.355, 2.485]], "e_lumo_ha": 0.03436, "e_homo_ev": -9.5665}

It is C that is the most stable of them.

A | {"formula": "C3H4FN", "method": "ωB97M-V/def2-TZVPD", "species": ["C", "C", "C", "N", "F", "H", "H", "H", "H"], "xyz": [[1.392, -1.163, -0.013], [-1.700, 0.729, 0.008], [0.406, -0.297, 0.014], [-0.869, -0.210, -0.062], [1.081, 1.656, 0.066], [2.426, -0.851, 0.277], [1.336, -2.098, -0.434], [-2.738, 0.523, -0.391], [-1.333, 1.712, 0.536]], "e_lumo_ha": -0.02809, "e_homo_ev": -9.9440}

B | {"formula": "C3H4FN", "method": "ωB97M-V/def2-TZVPD", "species": ["C", "C", "C", "N", "F", "H", "H", "H", "H"], "xyz": [[2.013, -0.913, 0.399], [1.111, -0.249, -0.036], [0.157, 0.704, -0.510], [-1.565, 0.394, 0.533], [-2.511, -0.002, -0.530], [2.617, -1.785, 0.611], [-0.365, 0.437, -1.401], [0.099, 1.825, -0.218], [-1.556, -0.411, 1.153]], "e_lumo_ha": [-0.00586, -0.00585], "e_homo_ev": [-9.2704, -9.2678]}

C | {"formula": "C3H4FN", "method": "ωB97M-V/def2-TZVPD", "species": ["N", "C", "C", "C", "F", "H", "H", "H", "H"], "xyz": [[3.182, -0.530, 0.303], [2.122, -0.438, -0.121], [0.633, -0.386, -0.391], [0.048, 0.812, 0.314], [0.246, 2.060, -0.354], [0.486, -0.425, -1.421], [0.154, -1.303, 0.104], [0.445, 0.781, 1.251], [-1.097, 0.867, 0.332]], "e_lumo_ha": 0.02553, "e_homo_ev": -12.0939}

It is C that is the most stable of them.